Entry 1:
{"formula": "C19H16N4O3S", "method": "the ωB97M-V functional and the def2-TZVPD basis", "total_charge": 0, "gap_ev": 7.51, "e_homo_ev": -8.581, "e_above_lowest_kcal_mol": 119.7, "symbols": ["C", "C", "C", "C", "C", "C", "C", "N", "S", "C", "C", "O", "N", "C", "C", "C", "C", "N", "O", "O", "C", "C", "C", "C", "C", "N", "C", "H", "H", "H", "H", "H", "H", "H", "H", "H", "H", "H", "H", "H", "H", "H", "H"], "positions_angstrom": [[-3.4384, -6.1740, 0.1284], [-2.8500, -4.8115, 0.1893], [-3.1196, -3.9143, 1.3101], [-2.4933, -2.6561, 1.3680], [-2.7074, -1.7243, 2.5499], [-1.7526, -2.3275, 0.2428], [-1.7109, -3.2631, -0.8917], [-2.1699, -4.4653, -0.8157], [-0.7505, -2.3736, -2.1209], [-0.3058, -1.0541, -1.0057], [0.7676, -0.0756, -1.0603], [1.5762, -0.2803, -2.0366], [0.6363, 1.1001, -0.3844], [1.6699, 2.0241, -0.5018], [2.8333, 1.7182, 0.2738], [3.8304, 2.6966, 0.3788], [3.9159, 3.5964, -0.6684], [5.1354, 4.2311, -0.9045], [6.0610, 3.8740, -0.2129], [5.2123, 5.0578, -1.8255], [2.8551, 3.7499, -1.5491], [1.7261, 3.0055, -1.5285], [0.6575, 3.0856, -2.5912], [-0.2613, 1.1009, 0.6707], [-0.3803, 2.1554, 1.6906], [-1.0007, 0.0442, 0.9441], [-1.0044, -1.0827, 0.0857], [-3.0423, -6.7538, 0.9148], [-3.1726, -6.5701, -0.9063], [-4.5414, -6.0796, 0.3495], [-3.7221, -4.3723, 2.0913], [-3.5506, -1.0372, 2.2085], [-3.2021, -2.1815, 3.4224], [-1.8485, -1.1462, 2.8035], [2.8467, 1.0098, 1.0719], [4.5852, 2.6921, 1.1738], [2.7921, 4.4761, -2.3798], [0.6360, 3.8584, -3.2565], [0.5267, 2.2404, -3.1642], [-0.3236, 3.4142, -2.0887], [0.4921, 2.8129, 1.5928], [-0.1274, 1.7429, 2.7022], [-1.2802, 2.6569, 1.7296]]}

***

Entry 2:
{"formula": "C19H17BBrN2O5PtSTe", "method": "the ωB97M-V functional and the def2-TZVPD basis", "total_charge": 1, "gap_ev": [7.52, 5.78], "multiplicity": 5, "s2": 6.0191, "e_homo_ev": [-10.848, -12.397], "e_above_lowest_kcal_mol": 40.1, "symbols": ["Pt", "O", "S", "O", "O", "O", "O", "C", "Br", "C", "C", "C", "C", "N", "C", "H", "H", "H", "H", "Te", "C", "C", "C", "C", "C", "C", "C", "C", "C", "C", "C", "C", "H", "H", "H", "H", "H", "H", "H", "H", "H", "H", "B", "C", "N", "H", "H", "H"], "positions_angstrom": [[-0.9123, 0.3912, -1.5968], [-2.3187, -0.0489, 1.8301], [-2.8278, 0.2029, 0.4451], [-4.2834, 0.3453, 0.4342], [-2.1489, 1.4400, -0.0449], [-2.3562, -0.9270, -0.3974], [-0.2404, -1.8985, -3.2989], [-0.0287, -0.8835, -2.8568], [-1.5659, 6.1208, -2.3820], [-0.3446, 4.6898, -2.4208], [1.0091, 4.9081, -2.6272], [1.8576, 3.8123, -2.6507], [1.3306, 2.5478, -2.4662], [0.0265, 2.3565, -2.2637], [-0.8063, 3.3955, -2.2405], [1.3857, 5.9120, -2.7654], [2.9191, 3.9367, -2.8088], [1.9539, 1.6633, -2.4844], [-1.8569, 3.1981, -2.0772], [-0.0720, -0.0366, 1.1106], [2.0222, -0.2285, 1.7946], [2.4039, -0.0206, 3.1039], [3.7188, -0.2958, 3.4601], [4.6153, -0.7606, 2.5096], [4.2104, -0.9511, 1.1961], [2.8993, -0.6819, 0.8259], [-0.1611, -2.1188, 1.4376], [-0.3279, -2.5717, 2.7413], [-0.3483, -3.9361, 2.9774], [-0.1948, -4.8293, 1.9254], [-0.0186, -4.3647, 0.6301], [-0.0087, -3.0020, 0.3795], [1.7010, 0.3445, 3.8414], [4.0366, -0.1470, 4.4832], [5.6367, -0.9778, 2.7914], [4.9088, -1.3134, 0.4536], [2.5723, -0.8326, -0.1976], [-0.4540, -1.8587, 3.5467], [-0.4773, -4.3076, 3.9850], [-0.2151, -5.8934, 2.1171], [0.1085, -5.0625, -0.1865], [0.1003, -2.6250, -0.6288], [-5.0940, 0.9638, -1.8381], [-3.7484, 0.8755, -2.5676], [-2.6420, 0.7868, -2.8812], [-5.5219, 2.0650, -1.7112], [-4.6389, 0.5973, -0.6215], [-5.8037, 0.0201, -2.0055]]}

***

Entry 3:
{"formula": "C19H17Br2CuN4O2", "method": "the ωB97M-V functional and the def2-TZVPD basis", "total_charge": 0, "gap_ev": 6.35, "e_homo_ev": -6.903, "symbols": ["Cu", "O", "C", "C", "C", "C", "C", "C", "C", "C", "N", "H", "H", "H", "H", "H", "H", "H", "H", "H", "H", "H", "Br", "C", "C", "C", "N", "C", "C", "C", "C", "C", "Br", "C", "C", "N", "H", "H", "H", "H", "H", "H", "O", "C", "N"], "positions_angstrom": [[-0.3368, -0.3781, 0.1728], [1.9292, -0.3151, -0.7983], [2.8443, -0.7045, 0.2330], [2.4251, -1.9912, 0.9483], [2.2023, -1.8602, 2.4501], [1.2260, -0.8291, 2.9746], [1.3631, -0.5071, 4.3310], [0.4921, 0.3706, 4.9382], [-0.5179, 0.9305, 4.1706], [-0.5817, 0.5839, 2.8379], [0.2607, -0.2678, 2.2348], [1.7177, -1.0856, -1.3406], [2.8689, 0.1404, 0.9262], [3.8467, -0.8112, -0.1945], [3.1870, -2.7580, 0.7956], [1.5050, -2.3474, 0.4926], [3.1582, -1.6741, 2.9471], [1.8524, -2.8301, 2.8182], [2.1658, -0.9613, 4.8973], [0.5948, 0.6125, 5.9882], [-1.2358, 1.6219, 4.5892], [-1.3567, 1.0074, 2.2104], [-6.9476, 1.5798, -0.0893], [-5.1554, 0.9677, -0.2079], [-4.8935, -0.3819, -0.3481], [-3.5590, -0.7653, -0.3929], [-2.5602, 0.0970, -0.3027], [-2.8166, 1.4011, -0.2089], [-4.1221, 1.8841, -0.1495], [-1.6197, 2.2751, -0.1835], [-1.7201, 3.6627, -0.1257], [-0.5638, 4.4147, -0.1334], [-0.6693, 6.3032, -0.0842], [0.6680, 3.7851, -0.1906], [0.6739, 2.4039, -0.2511], [-0.4286, 1.6553, -0.2508], [-5.6830, -1.1162, -0.4097], [-3.2819, -1.8078, -0.4977], [-4.3425, 2.9372, -0.0571], [-2.6807, 4.1536, -0.0862], [1.5892, 4.3484, -0.2000], [1.6051, 1.8585, -0.3285], [-1.9523, -4.1631, -0.1848], [-1.2511, -3.1937, -0.2787], [-0.5659, -2.2241, -0.3543]]}

***

Entry 4:
{"formula": "C19H17BrF3N3O4", "method": "the ωB97M-V functional and the def2-TZVPD basis", "total_charge": 0, "gap_ev": 8.90, "e_homo_ev": -9.360, "symbols": ["O", "C", "O", "C", "C", "F", "F", "F", "C", "O", "Br", "O", "H", "H", "C", "C", "C", "N", "C", "C", "H", "H", "H", "H", "H", "C", "C", "C", "N", "C", "C", "H", "H", "H", "H", "H", "C", "C", "C", "N", "C", "C", "H", "H", "H", "H", "H"], "positions_angstrom": [[1.8851, -4.4271, -1.3686], [0.7335, -3.7373, -1.3150], [0.4547, -2.4156, -0.6631], [-0.3277, -1.7257, -1.7125], [-0.7233, -0.1548, -1.4613], [-0.5290, 0.1122, 0.0040], [-2.1225, 0.1996, -1.7944], [0.1832, 0.7959, -2.2039], [-1.4990, -2.8566, -1.9058], [-2.3941, -3.1914, -0.7801], [-2.6031, -2.6815, -3.6063], [-0.5988, -4.0572, -1.9137], [0.2137, -1.6893, -2.7494], [-2.4719, -2.4307, -0.1325], [2.3653, 3.9389, -0.2253], [3.2206, 4.1729, 0.8462], [3.4628, 3.1341, 1.7308], [2.9128, 1.9055, 1.6156], [2.0853, 1.7089, 0.5663], [1.7849, 2.6832, -0.3720], [2.1525, 4.7285, -0.9401], [3.6878, 5.1407, 0.9890], [4.1255, 3.2662, 2.5811], [1.6544, 0.7139, 0.4973], [1.1145, 2.4689, -1.1965], [2.9895, -1.4132, 4.1861], [3.9981, -0.7985, 3.4517], [5.2782, -1.3233, 3.5286], [5.6060, -2.3973, 4.2798], [4.6062, -2.9718, 4.9832], [3.2955, -2.5224, 4.9678], [1.9735, -1.0310, 4.1499], [3.7924, 0.0682, 2.8337], [6.0989, -0.8809, 2.9715], [4.8959, -3.8317, 5.5806], [2.5321, -3.0242, 5.5514], [-5.8231, 2.4641, -2.5112], [-5.4789, 2.0876, -3.8051], [-5.4715, 0.7370, -4.1150], [-5.7760, -0.2383, -3.2310], [-6.1044, 0.1578, -1.9821], [-6.1436, 1.4828, -1.5788], [-5.8412, 3.5135, -2.2316], [-5.2230, 2.8279, -4.5546], [-5.2128, 0.3929, -5.1121], [-6.3427, -0.6450, -1.2901], [-6.4165, 1.7436, -0.5625]]}

***

Entry 5:
{"formula": "C19H17Cl2N3O5S", "method": "the ωB97M-V functional and the def2-TZVPD basis", "total_charge": 0, "gap_ev": 8.29, "e_homo_ev": -8.841, "e_above_lowest_kcal_mol": 485.1, "symbols": ["C", "C", "C", "C", "N", "O", "C", "C", "C", "C", "C", "C", "Cl", "H", "H", "H", "Cl", "C", "O", "N", "C", "H", "C", "O", "N", "C", "C", "O", "O", "H", "H", "C", "C", "H", "H", "H", "C", "H", "H", "H", "S", "C", "H", "H", "H", "H", "H"], "positions_angstrom": [[2.8844, -0.4705, -0.5552], [2.2609, -1.6525, -0.1279], [0.9552, -1.9920, 0.4721], [1.2284, -3.4940, 0.7178], [2.4709, -3.9742, 0.1657], [3.1493, -2.9319, -0.1179], [0.4255, -4.4681, 1.4916], [-0.5848, -5.3772, 0.5464], [-1.5200, -6.2230, 1.1658], [-1.6489, -6.0296, 2.5430], [-1.1263, -5.2076, 3.4878], [-0.1438, -4.4744, 2.7491], [0.9867, -3.2620, 3.5256], [-1.2011, -5.0572, 4.4886], [-2.4634, -6.7426, 2.9308], [-1.9180, -6.8786, 0.7166], [-0.0745, -5.3630, -1.1113], [-0.0582, -1.3811, 0.8633], [-1.1612, -1.6797, 1.5143], [-0.1832, -0.1407, 0.3362], [-1.2714, 0.7267, 0.4065], [-1.8790, 0.3141, 1.4567], [-2.0423, 1.3687, -0.6618], [-2.5261, 0.8928, -1.5100], [-1.9111, 2.5897, -0.5398], [-1.2250, 3.8045, -1.2694], [-1.3309, 5.0534, -0.6599], [-1.6417, 5.2685, 0.6612], [-1.6750, 5.9549, -1.3631], [-1.8927, 6.8992, -0.9883], [-1.8285, 3.6988, -2.2050], [0.3008, 3.4385, -1.5511], [0.5572, 2.5734, -2.5645], [1.7394, 2.2191, -2.6912], [0.0453, 1.6008, -2.5112], [0.1722, 3.0690, -3.4207], [1.0182, 4.7784, -1.7882], [1.1606, 5.4946, -0.5198], [0.6771, 5.3368, -2.4487], [2.1011, 4.4986, -1.6594], [1.0456, 2.8205, 0.2187], [-0.7250, 2.2005, 0.9464], [-0.9334, 2.6611, 1.6583], [0.6987, 0.1167, -0.4164], [2.3129, -0.3926, -1.5703], [2.7544, 0.4252, 0.0075], [4.0209, -0.6122, -0.8186]]}

***

Entry 6:
{"formula": "C19H17ClCrN5OS2", "method": "the ωB97M-V functional and the def2-TZVPD basis", "total_charge": 2, "gap_ev": [7.08, 7.68], "multiplicity": 2, "s2": 0.7710, "e_homo_ev": [-14.158, -14.344], "symbols": ["Cr", "C", "N", "C", "C", "N", "C", "S", "C", "C", "C", "C", "C", "N", "H", "H", "H", "H", "H", "H", "H", "H", "H", "O", "N", "C", "C", "C", "C", "C", "S", "H", "H", "H", "H", "Cl", "C", "C", "C", "C", "N", "C", "H", "H", "H", "H"], "positions_angstrom": [[0.5194, 0.4131, -0.0187], [-0.9371, 0.5769, 4.7632], [-1.3949, -0.3180, 3.6887], [-2.5969, -1.0042, 3.6768], [-2.6510, -1.7011, 2.5291], [-1.4715, -1.4352, 1.8348], [-0.7194, -0.5716, 2.5707], [0.8323, 0.0708, 2.1860], [-1.1398, -2.0369, 0.5971], [-1.6893, -3.2676, 0.2759], [-1.4082, -3.8235, -0.9565], [-0.5724, -3.1516, -1.8404], [-0.0416, -1.9518, -1.4321], [-0.3142, -1.3936, -0.2308], [-1.7383, 0.6527, 5.4910], [-0.7209, 1.5556, 4.3431], [-0.0489, 0.1588, 5.2294], [-3.3108, -0.9204, 4.4771], [-3.4431, -2.3097, 2.1338], [-2.3031, -3.8028, 0.9846], [-1.8348, -4.7825, -1.2189], [-0.3293, -3.5497, -2.8143], [0.6246, -1.3848, -2.0725], [0.4967, 1.5164, -1.4867], [-0.5978, 2.1706, -1.9583], [-0.4722, 2.7992, -3.1486], [-1.5399, 3.4882, -3.6461], [-2.7257, 3.5262, -2.9007], [-2.8092, 2.8808, -1.6910], [-1.7038, 2.1778, -1.1988], [-1.6060, 1.3407, 0.3063], [0.4924, 2.7022, -3.6220], [-1.4463, 3.9897, -4.5975], [-3.5808, 4.0707, -3.2776], [-3.7104, 2.9030, -1.0960], [5.6305, 2.5776, -0.5542], [4.7072, 1.1333, -0.5378], [5.3082, -0.1038, -0.7109], [4.5086, -1.2337, -0.6724], [3.1502, -1.0918, -0.4702], [2.5705, 0.1076, -0.3242], [3.3395, 1.2065, -0.3469], [6.3768, -0.1743, -0.8625], [4.9357, -2.2193, -0.7897], [2.5054, -1.9578, -0.4018], [2.8601, 2.1673, -0.2095]]}

***

| no. | energy (eV) |
| --- | --- |
| 1 | -42895.924 |
| 2 | -125277.317 |
| 3 | -214760.040 |
| 4 | -110828.665 |
| 5 | -70546.128 |
| 6 | -92077.693 |